82
Properties=species:S:1:pos:R:3:forces:R:3 method="wB97M-V/def2-TZVPD" total_energy_ev=-45804.218 smiles="COCCNCCOC.COCCNCCOC.NC(N)=O.NC(N)=O.CO.CO.CO" e_above_lowest_kj_mol=90.60 largest_force_ev_per_a=3.291 homo_energy_ev=-8.875
C 2.727 -2.857 0.500 0.4 -0.4 -0.5
O 3.554 -1.717 0.458 0.0 0.2 0.5
C 3.506 -1.032 -0.768 -0.5 0.7 -0.3
C 4.155 0.343 -0.567 2.1 -0.1 -0.9
N 4.009 1.318 -1.690 -0.6 -0.7 0.5
C 4.659 2.608 -1.488 -2.0 0.6 -0.2
C 4.614 3.431 -2.774 0.1 -0.6 -0.1
O 5.218 2.662 -3.825 0.2 1.1 -0.2
C 6.595 2.998 -3.967 -0.3 0.3 -0.1
H 2.457 -3.123 1.521 0.1 0.4 0.1
H 3.281 -3.712 0.096 -0.2 -0.1 -0.2
H 1.825 -2.703 -0.100 -0.1 0.0 0.1
H 2.461 -0.883 -1.055 -0.1 -0.1 -0.1
H 3.969 -1.595 -1.585 0.3 -0.1 0.1
H 5.241 0.193 -0.510 0.1 -0.4 0.5
H 3.892 0.720 0.424 -0.5 0.4 -0.3
H 4.224 0.921 -2.593 0.3 -0.2 0.1
H 5.656 2.585 -1.044 0.1 -0.1 0.1
H 3.929 3.144 -0.871 0.7 0.2 0.8
H 5.047 4.425 -2.622 0.7 -0.2 0.0
H 3.609 3.727 -3.084 -0.3 -0.8 0.0
H 7.177 2.549 -3.160 0.2 0.0 -0.1
H 6.720 4.085 -3.947 0.0 0.0 0.2
H 6.964 2.714 -4.952 -0.1 -0.5 0.1
C -4.118 -7.208 1.091 -1.1 -0.6 -1.6
O -4.466 -5.927 0.555 0.8 -0.2 0.5
C -3.576 -5.561 -0.463 2.2 1.1 -0.1
C -4.023 -4.242 -1.067 -0.9 -1.8 0.6
N -3.864 -3.127 -0.120 0.2 0.2 -1.6
C -4.272 -1.922 -0.874 -2.1 0.6 0.4
C -4.159 -0.645 -0.062 1.8 0.0 0.3
O -4.533 0.502 -0.781 -1.2 -0.2 -1.1
C -4.717 1.686 -0.045 0.7 0.0 1.2
H -3.082 -7.519 0.946 0.3 0.7 0.5
H -4.646 -7.898 0.416 -0.1 -0.4 0.5
H -4.491 -7.329 2.102 0.2 0.2 0.1
H -3.363 -6.320 -1.227 -0.9 -0.2 -0.1
H -2.560 -5.359 -0.082 -0.1 -0.2 0.6
H -5.059 -4.570 -1.264 -0.4 1.2 -0.3
H -3.561 -4.063 -2.033 0.3 0.2 0.2
H -4.577 -3.278 0.585 0.2 0.1 0.2
H -5.350 -2.044 -1.057 0.0 0.2 -0.5
H -3.828 -1.775 -1.858 0.6 -0.4 0.2
H -3.084 -0.523 0.133 0.0 -0.2 0.7
H -4.691 -0.780 0.885 -0.1 0.3 0.0
H -5.320 2.448 -0.533 -0.1 -0.4 -0.6
H -3.751 2.147 0.185 0.1 0.0 0.0
H -5.188 1.481 0.922 -0.1 -0.1 0.0
C 0.430 1.247 0.085 -1.2 1.2 0.7
O 0.848 1.547 1.222 0.4 -0.8 -0.5
N -0.923 1.152 -0.097 1.2 0.0 0.5
N 1.200 1.115 -0.998 0.3 -0.1 1.0
H -1.306 0.985 -1.011 -0.5 -0.2 0.3
H -1.328 1.082 0.824 -1.0 0.1 -0.5
H 0.774 1.124 -1.905 0.4 -0.1 -0.3
H 2.189 1.075 -0.775 -0.4 0.6 -1.1
C -1.822 -0.322 3.931 -0.8 2.3 2.3
O -1.854 0.661 4.688 0.0 -0.9 -0.9
N -0.796 -0.566 3.105 0.4 -0.5 -0.6
N -2.843 -1.222 3.887 0.5 -0.7 -0.9
H -0.799 -1.433 2.602 0.4 0.1 -0.4
H -0.095 0.141 2.938 0.0 -0.1 0.0
H -3.646 -1.195 4.482 0.1 0.2 0.2
H -2.693 -1.987 3.256 -0.6 -0.3 0.1
C -0.455 3.975 3.429 0.1 -0.6 1.0
O -0.396 4.108 2.026 0.4 0.4 0.2
H 0.448 4.185 4.020 0.4 0.3 -0.7
H -1.185 4.656 3.865 -0.4 -0.1 -0.4
H -0.665 2.939 3.715 -0.5 0.1 0.0
H 0.263 3.472 1.711 -0.2 -0.1 0.0
C 2.936 2.463 3.546 -0.4 0.8 0.8
O 4.208 3.086 3.367 0.3 -1.0 0.0
H 2.750 1.459 3.157 0.5 0.2 -0.7
H 2.710 2.369 4.615 -0.1 0.3 0.0
H 2.274 3.204 3.105 -0.4 -0.5 0.0
H 4.841 2.579 3.886 0.1 0.1 -0.1
C -2.082 1.612 -4.224 0.7 -0.5 -2.2
O -0.855 1.378 -3.542 -0.4 -0.4 1.0
H -1.816 2.291 -5.041 -0.8 0.9 0.5
H -2.435 0.775 -4.845 0.2 -0.6 0.6
H -2.932 1.858 -3.598 0.5 0.5 0.4
H -0.155 1.213 -4.177 -0.2 0.0 -0.2

=====

55
Properties=species:S:1:pos:R:3:forces:R:3 method="wB97M-V/def2-TZVPD" total_energy_ev=-122949.540 e_above_lowest_kj_mol=131.50 largest_force_ev_per_a=0.634 total_charge=-2 homo_energy_ev=-3.136
Al -0.013 -0.932 0.480 0.4 0.2 0.3
O 6.027 -4.571 0.673 0.0 -0.1 0.2
C 5.307 -4.287 1.655 0.0 0.1 0.0
O 5.472 -4.485 2.875 0.1 0.0 -0.2
C 3.994 -3.559 1.291 0.0 -0.1 0.0
C 3.390 -3.750 0.056 0.1 0.0 0.0
C 2.221 -3.080 -0.260 0.1 0.1 0.0
N 1.650 -2.213 0.584 -0.1 -0.1 0.0
C 2.208 -2.055 1.802 0.0 0.0 -0.1
C 3.360 -2.703 2.186 0.0 0.0 0.1
C 1.404 -1.176 2.735 -0.2 0.0 0.0
O 1.883 -0.716 3.756 -0.1 -0.1 0.0
O 0.181 -1.013 2.315 0.4 0.1 0.2
H 3.851 -4.418 -0.658 0.0 0.0 0.0
H 1.696 -3.237 -1.195 0.0 0.0 0.1
H 3.756 -2.555 3.181 0.0 0.0 0.0
C -4.122 2.796 -0.594 0.0 0.0 0.0
C -3.084 3.381 -1.299 0.0 0.0 0.0
C -2.083 2.570 -1.807 0.0 0.0 0.0
C -2.160 1.191 -1.596 0.0 0.0 0.2
N -3.136 0.635 -0.894 0.0 -0.2 -0.2
C -4.087 1.423 -0.406 -0.1 -0.1 -0.1
C -1.097 0.355 -2.263 0.1 0.2 0.0
C -1.101 0.363 -3.654 -0.1 0.0 0.1
C -0.049 -0.191 -4.352 0.1 0.0 -0.1
C 1.019 -0.709 -3.642 -0.1 0.0 -0.1
C 0.951 -0.696 -2.267 -0.2 0.2 0.2
N -0.081 -0.185 -1.572 -0.1 -0.5 -0.4
H -4.921 3.393 -0.172 0.0 0.0 0.0
H -3.052 4.453 -1.456 0.0 0.0 0.0
H -1.250 2.990 -2.358 0.0 0.0 0.0
H -4.857 0.925 0.176 0.1 0.0 0.0
H -1.955 0.786 -4.167 0.0 0.0 0.0
H -0.054 -0.207 -5.435 0.0 0.0 0.0
H 1.875 -1.148 -4.135 0.0 0.0 0.0
H 1.766 -1.084 -1.674 0.0 0.0 0.0
C -1.838 3.917 2.947 0.1 0.0 -0.1
N -0.947 3.080 2.162 -0.1 -0.1 -0.1
C 0.351 3.452 1.990 -0.1 0.0 0.0
C 1.243 2.674 1.357 0.1 0.0 0.0
C 0.763 1.398 0.898 0.1 0.1 -0.1
O 1.513 0.495 0.432 -0.3 0.1 0.2
N -0.543 1.083 0.969 0.1 -0.1 0.0
C -1.442 1.839 1.653 -0.1 0.2 0.1
O -2.611 1.550 1.844 0.4 0.0 0.2
H -1.892 4.924 2.525 0.0 0.0 0.0
H -1.499 3.977 3.984 0.0 0.0 0.0
H -2.820 3.460 2.919 0.0 0.0 0.0
H 0.620 4.413 2.412 0.0 0.0 0.0
H 2.283 2.942 1.260 0.0 0.0 0.0
O -2.429 -4.383 -0.421 0.0 0.0 0.0
Se -1.651 -3.151 -1.111 0.0 -0.2 0.1
O -2.528 -2.363 -2.220 0.0 0.3 0.0
O -1.306 -2.051 0.176 -0.3 0.0 -0.2
O -0.178 -3.548 -1.686 -0.1 0.1 -0.2

=====

77
Properties=species:S:1:pos:R:3:forces:R:3 method="wB97M-V/def2-TZVPD" total_energy_ev=-114398.342 e_above_lowest_kj_mol=28.88 spin_multiplicity=3 largest_force_ev_per_a=0.679 total_charge=-2 homo_energy_ev="-1.821 / -2.194"
Ni 1.356 0.871 -0.481 0.4 0.5 0.2
O 1.601 1.212 3.615 0.0 -0.1 -0.1
C 1.726 1.157 2.388 0.0 0.0 0.1
O 0.795 0.881 1.557 0.1 -0.2 -0.1
C 3.133 1.425 1.735 0.0 0.2 -0.1
O 4.088 1.757 2.442 0.0 -0.2 0.0
O 3.157 1.275 0.468 -0.1 -0.1 0.0
C -6.018 1.483 -1.973 0.0 0.0 0.0
C -4.560 1.586 -1.603 0.0 0.0 0.0
C -3.925 2.812 -1.456 0.0 0.0 0.0
C -2.589 2.924 -1.111 0.0 0.0 0.0
C -2.055 4.300 -0.971 0.0 0.0 0.0
O -2.595 5.241 -1.543 0.0 0.0 0.0
C -0.885 4.589 -0.077 0.0 0.0 0.0
C -0.037 5.634 -0.427 0.0 0.0 0.0
C 1.057 5.943 0.368 0.0 0.0 0.0
C 1.291 5.225 1.534 0.0 0.0 0.0
C 0.430 4.200 1.904 0.0 0.0 0.0
C -0.646 3.875 1.093 0.0 0.0 0.0
C -1.753 1.749 -0.974 0.1 0.2 0.0
O -0.513 1.864 -0.856 -0.1 -0.1 0.0
C -2.447 0.477 -1.017 0.0 0.0 0.0
C -3.801 0.450 -1.351 0.0 0.0 0.0
C -1.782 -0.778 -0.645 0.0 -0.1 0.0
N -0.529 -0.899 -0.396 -0.2 -0.2 -0.1
C -0.060 -2.172 0.159 0.0 0.0 -0.1
C -0.098 -2.118 1.681 0.0 0.1 0.0
Te 0.753 -3.857 2.580 0.0 0.0 0.0
C 2.756 -3.221 2.402 0.0 -0.1 0.0
C 3.693 -4.050 1.791 0.0 0.0 0.0
C 5.013 -3.634 1.665 0.0 0.0 0.0
C 5.392 -2.379 2.122 0.0 0.0 0.0
C 4.458 -1.545 2.723 0.0 0.0 0.0
C 3.145 -1.974 2.879 0.0 0.1 0.0
C -2.716 -1.961 -0.501 0.0 0.0 0.0
C -3.451 -2.144 0.666 0.0 0.0 0.0
C -4.301 -3.233 0.801 0.0 0.0 0.0
C -4.435 -4.146 -0.236 0.0 0.0 0.0
C -3.717 -3.960 -1.410 0.0 0.0 0.0
C -2.865 -2.873 -1.540 0.0 0.0 0.0
H -6.444 2.476 -2.130 0.0 0.0 0.0
H -6.608 0.991 -1.194 0.0 0.0 0.0
H -6.167 0.914 -2.896 0.0 0.0 0.0
H -4.479 3.734 -1.604 0.0 0.0 0.0
H -0.237 6.182 -1.339 0.0 0.0 0.0
H 1.739 6.729 0.067 0.0 0.0 0.0
H 2.160 5.440 2.143 0.0 0.0 0.0
H 0.623 3.617 2.796 0.0 0.0 0.0
H -1.269 3.031 1.355 0.0 0.0 0.0
H -4.305 -0.509 -1.409 0.0 0.0 0.0
H 0.970 -2.321 -0.162 0.0 0.0 0.0
H -0.633 -3.036 -0.190 0.0 0.0 0.0
H -1.118 -2.059 2.057 0.0 0.0 0.0
H 0.428 -1.237 2.049 0.0 0.0 0.0
H 3.386 -5.007 1.386 0.0 0.0 0.0
H 5.736 -4.283 1.183 0.0 0.0 0.0
H 6.413 -2.039 1.995 0.0 0.0 0.0
H 4.720 -0.542 3.035 0.0 0.1 0.0
H 2.438 -1.307 3.359 0.0 0.0 0.0
H -3.362 -1.416 1.463 0.0 0.0 0.0
H -4.862 -3.366 1.718 0.0 0.0 0.0
H -5.098 -4.996 -0.131 0.0 0.0 0.0
H -3.820 -4.665 -2.226 0.0 0.0 0.0
H -2.300 -2.725 -2.453 0.0 0.0 0.0
Cl 1.239 1.364 -3.752 0.0 0.0 0.0
C 1.964 1.969 -2.099 -0.1 -0.2 -0.2
H 1.620 3.004 -2.084 0.0 0.0 0.0
H 3.037 1.943 -2.298 0.0 0.0 0.0
N 2.059 -1.376 -2.441 0.0 0.0 0.0
C 2.724 -2.521 -2.676 0.0 0.0 0.0
C 3.558 -2.729 -1.598 0.0 0.0 0.0
C 3.335 -1.623 -0.756 0.0 0.1 0.0
N 2.430 -0.820 -1.288 -0.1 -0.1 0.3
H 1.487 -0.805 -3.058 0.0 0.0 0.0
H 2.569 -3.082 -3.582 0.0 0.0 0.0
H 4.226 -3.557 -1.435 0.0 0.0 0.0
H 3.775 -1.358 0.192 0.0 0.0 0.0

=====

48
Properties=species:S:1:pos:R:3:forces:R:3 method="wB97M-V/def2-TZVPD" total_energy_ev=-54344.428 smiles="C[C@H](NS(=O)(=O)c1ccc([N+](=O)[O-])cc1)[C@H](c1cccs1)N1CCOCC1" e_above_lowest_kj_mol=251.11 largest_force_ev_per_a=1.264 homo_energy_ev=-8.988
C -2.732 -2.464 0.029 0.2 0.1 -0.2
H -3.028 -2.659 1.058 0.0 0.0 0.1
H -2.507 -3.408 -0.462 0.0 -0.1 0.0
H -3.563 -1.991 -0.488 -0.1 0.0 0.0
C -1.492 -1.574 -0.006 -0.6 0.3 -0.1
N -0.369 -2.221 0.639 0.6 -0.5 -0.4
S 0.716 -3.024 -0.334 0.0 0.3 0.4
O 0.123 -3.365 -1.593 0.0 0.3 0.0
O 1.312 -4.050 0.468 0.1 0.2 0.2
C 1.929 -1.733 -0.618 -0.3 -0.4 0.0
C 3.057 -1.694 0.182 0.0 -0.1 0.0
C 4.000 -0.701 -0.020 0.1 0.2 -0.2
C 3.780 0.239 -1.019 -0.8 -0.9 0.2
C 2.645 0.199 -1.822 0.3 0.1 0.0
C 1.714 -0.804 -1.619 0.1 0.0 0.0
H 0.836 -0.884 -2.239 -0.1 0.1 -0.1
H 2.517 0.944 -2.594 0.0 0.0 0.0
N 4.754 1.292 -1.227 0.2 0.2 -0.1
O 4.486 2.145 -2.043 0.0 0.3 -0.2
O 5.770 1.249 -0.572 0.3 0.0 0.2
H 4.896 -0.637 0.579 0.0 0.0 0.0
H 3.181 -2.451 0.939 0.1 0.0 0.1
H -0.602 -2.759 1.459 0.1 -0.3 0.1
H -1.181 -1.429 -1.043 -0.2 0.1 0.0
C -1.771 -0.179 0.608 0.3 -0.3 -0.1
C -2.809 0.515 -0.212 -0.1 0.0 -0.2
C -3.887 1.211 0.240 0.3 -0.2 0.0
C -4.679 1.755 -0.797 -0.1 0.1 -0.2
C -4.189 1.464 -2.027 0.3 -0.1 -0.1
S -2.754 0.519 -1.948 -0.3 0.2 0.4
H -4.581 1.742 -2.985 -0.1 0.1 -0.2
H -5.569 2.332 -0.627 -0.2 0.1 0.0
H -4.117 1.331 1.284 0.0 0.0 0.2
N -0.508 0.569 0.727 -0.1 0.0 -0.1
C 0.043 0.474 2.069 0.4 0.1 0.1
H 0.121 -0.577 2.345 0.0 0.1 0.1
C 1.435 1.102 2.101 -0.2 -0.3 0.2
O 1.410 2.445 1.687 0.0 0.2 0.2
C 0.854 2.552 0.400 -0.3 0.0 -0.2
C -0.559 1.972 0.341 0.4 0.3 0.0
H -0.924 2.061 -0.682 0.0 0.1 0.1
H -1.216 2.557 1.008 0.0 0.0 -0.1
H 0.839 3.617 0.161 0.0 -0.1 -0.1
H 1.486 2.021 -0.328 0.0 0.1 0.0
H 1.831 1.103 3.119 0.0 -0.1 -0.1
H 2.103 0.519 1.450 -0.1 0.0 0.1
H -0.601 0.997 2.799 0.0 -0.1 0.0
H -2.202 -0.324 1.614 0.0 0.0 -0.1

=====

12
Properties=species:S:1:pos:R:3:forces:R:3 method="wB97M-V/def2-TZVPD" total_energy_ev=-9678.960 smiles="FC/C=C/CF" e_above_lowest_kj_mol=77.33 largest_force_ev_per_a=2.023 homo_energy_ev=-10.087
C 1.304 1.272 0.676 -0.5 -1.1 0.8
C 0.140 0.305 0.531 1.0 0.1 -1.8
C 0.100 -0.549 -0.499 -0.1 -0.8 1.7
C -0.841 -1.720 -0.652 0.6 0.1 0.4
H 1.228 1.745 1.684 0.7 -0.6 -0.6
H 2.212 0.674 0.434 -0.2 0.8 0.6
H -0.624 0.378 1.246 -1.1 -0.1 0.8
H 0.947 -0.631 -1.148 0.5 0.2 -0.5
H -1.091 -1.842 -1.708 -0.5 0.0 0.1
H -0.379 -2.663 -0.294 0.2 0.5 -0.4
F 1.228 2.303 -0.216 -0.1 0.7 -0.8
F -1.951 -1.582 0.155 -0.5 0.2 -0.2